49
Properties=species:S:1:pos:R:3 method="wB97M-V/def2-TZVPD" homo_ev="-7.82 / -8.06" de_lowest_kcal_mol=22.21 e_tot_ha=-14024.274126 spin_multiplicity=2
Re 0.2147 -1.5116 -1.4835
O 0.1590 -0.9549 -3.6264
N 0.6286 0.2259 -3.9771
C -0.2572 1.2088 -4.2168
C 0.1660 2.4562 -4.6154
C 1.5254 2.7024 -4.7460
C 2.4197 1.6866 -4.4696
C 1.9705 0.4265 -4.1046
S 3.0459 -0.8818 -3.7080
H -1.2852 0.9176 -4.0665
H -0.5722 3.2209 -4.8055
H 1.8831 3.6798 -5.0363
H 3.4875 1.8379 -4.5197
Se 2.7848 1.3983 -0.9858
Sb 2.0408 -3.9953 0.2558
Se 0.6641 -3.7709 -1.9864
Se 2.5737 -0.7991 -1.4253
Se 3.8195 -5.2030 -0.6572
Br -0.2566 4.0576 3.6238
C -0.8897 2.8756 2.2902
C -1.9598 2.0416 2.5836
C -2.3913 1.1499 1.6190
C -1.7408 1.0798 0.3888
C -0.6776 1.9251 0.1136
C -0.2538 2.8385 1.0619
C -2.1796 0.0197 -0.5533
O -3.2319 -0.5459 -0.5366
O -1.2368 -0.2906 -1.5086
H -2.4319 2.0811 3.5547
H -3.2117 0.4731 1.8187
H -0.1554 1.8607 -0.8305
H 0.5863 3.4880 0.8607
C 0.7474 -0.1102 4.2268
C 1.3608 0.2843 3.0220
C 1.0174 -0.3142 1.8421
C 0.0474 -1.3400 1.7716
C -0.3230 -1.9703 0.5280
C -1.3218 -2.9324 0.6129
C -1.9391 -3.3197 1.8202
C -1.5623 -2.7345 2.9909
C -0.5672 -1.7270 2.9911
C -0.1960 -1.0974 4.2035
H 1.0178 0.3721 5.1569
H 2.1005 1.0755 3.0238
H 1.4772 0.0416 0.9322
H -1.6769 -3.4178 -0.2889
H -2.7127 -4.0766 1.8075
H -2.0231 -3.0176 3.9300
H -0.6844 -1.4144 5.1175

=====

46
Properties=species:S:1:pos:R:3 method="wB97M-V/def2-TZVPD" homo_ev="-7.44 / -7.54" de_lowest_kcal_mol=8.24 e_tot_ha=-2682.683526 spin_multiplicity=2
Ru -0.3690 -0.2909 0.0294
Cl 5.2670 4.1396 0.2061
C 3.6888 3.4249 0.0515
C 3.5676 2.0590 -0.1064
C 2.2936 1.5380 -0.2161
Cl 2.0882 -0.2005 -0.4133
C 1.1004 2.2783 -0.1809
O -0.0742 1.7560 -0.3001
C 1.3041 3.6710 -0.0192
Cl -0.0946 4.6860 0.0417
C 2.5586 4.2317 0.0939
H 4.4387 1.4200 -0.1424
H 2.6564 5.3007 0.2199
O -2.2735 0.1915 0.1582
C -3.0327 0.1419 1.2238
C -4.4300 0.1507 1.0248
C -5.3102 0.0604 2.0749
C -4.8414 -0.0501 3.3887
C -3.4842 -0.0303 3.6057
C -2.5653 0.0890 2.5512
C -1.1462 0.2130 2.8520
N -0.1228 0.0399 2.0307
C 1.0336 0.2659 2.7455
C 0.7078 0.5877 4.0195
N -0.6661 0.5487 4.0722
H -4.7782 0.2258 0.0025
H -6.3753 0.0641 1.8795
H -5.5284 -0.1506 4.2171
H -3.1199 -0.1310 4.6223
H 2.0066 0.1862 2.2967
H 1.3141 0.8399 4.8698
H -1.2352 0.8018 4.8594
F -4.5966 -1.6713 -2.7911
C -3.4714 -1.9057 -2.0903
C -2.2641 -1.5394 -2.6208
C -1.1128 -1.7853 -1.8671
C -1.1971 -2.3785 -0.5860
C -0.0116 -2.3492 0.2425
C -2.4720 -2.7485 -0.0964
C -3.5950 -2.5287 -0.8460
H -2.2185 -1.0745 -3.5955
H -0.1363 -1.5922 -2.3018
H 0.9081 -2.6318 -0.2670
H -0.0856 -2.7959 1.2301
H -2.5513 -3.1858 0.8908
H -4.5797 -2.7976 -0.4881

=====

40
Properties=species:S:1:pos:R:3 method="wB97M-V/def2-TZVPD" homo_ev=-9.27 e_tot_ha=-1056.634528 smiles=N#CC(C#N)(c1ccccc1)[C@H](c1ccccc1)c1cccc(F)c1
N -1.1787 -2.3263 1.1502
C -0.7585 -1.7325 0.2197
C -0.1048 -1.0091 -0.8622
C -0.8814 -1.2109 -2.1278
N -1.3834 -1.3829 -3.1825
C 1.2726 -1.5792 -1.0884
C 1.9007 -1.2540 -2.3040
C 3.2822 -1.3700 -2.4590
C 4.0725 -1.9265 -1.4246
C 3.4282 -2.3587 -0.2395
C 2.0415 -2.2123 -0.0800
C -0.6224 0.5208 -0.2044
C 0.2560 0.9498 0.9759
C 1.5479 1.3683 0.6029
C 2.5318 1.6391 1.5591
C 2.2175 1.6159 2.9170
C 0.9053 1.3514 3.2942
C -0.0877 1.0535 2.3376
C -2.1445 0.7668 -0.1216
C -2.7540 1.1177 -1.3532
C -4.1217 1.0698 -1.5226
C -4.9912 0.8758 -0.4501
C -4.3616 0.8071 0.7945
F -5.1409 0.6571 1.9128
C -2.9908 0.7694 0.9977
H 1.3355 -0.7765 -3.0994
H 3.7674 -0.9516 -3.3209
H 5.1530 -2.0227 -1.5447
H 4.0491 -2.7180 0.5680
H 1.6087 -2.4911 0.8783
H -0.2762 1.1217 -1.0864
H 1.8021 1.5013 -0.4635
H 3.5317 1.8872 1.2310
H 2.9699 1.8514 3.6585
H 0.6248 1.3858 4.3358
H -1.1162 0.9483 2.6868
H -2.1656 1.4399 -2.2208
H -4.5782 1.1401 -2.4896
H -6.0604 0.8099 -0.5064
H -2.5802 0.6743 2.0315

=====

44
Properties=species:S:1:pos:R:3 method="wB97M-V/def2-TZVPD" homo_ev=-2.82 e_tot_ha=-1614.932713 total_charge=-1
C -0.0885 1.8837 6.0622
C -1.4667 1.6283 5.9687
C -2.0211 1.2550 4.7504
C -1.2102 1.1424 3.5968
C -1.7566 0.8408 2.2616
N -0.9332 0.4302 1.3317
C -0.6844 0.0866 0.1142
C 0.5335 0.4789 -0.4904
N 1.5605 0.8135 -0.9454
C -3.1924 1.0730 1.9942
C -3.8887 2.1563 2.5860
C -5.2556 2.3348 2.3826
C -5.9734 1.3720 1.6522
C -5.2980 0.2891 1.0665
C -3.9082 0.1920 1.1663
C 0.1854 1.2492 3.7380
C 0.7419 1.6440 4.9561
H 0.3405 2.2493 7.0079
H -2.1096 1.7331 6.8447
H -3.0991 1.0683 4.6758
H -1.4562 -0.3519 -0.5400
H -3.3484 2.8642 3.2281
H -5.7777 3.2039 2.8053
H -7.0581 1.4667 1.5407
H -5.8510 -0.4876 0.5336
H -3.3637 -0.6095 0.6621
H 0.8193 1.0582 2.8648
H 1.8260 1.7684 5.0371
O 5.6027 -3.5943 -7.6521
N 5.7430 -2.5314 -7.0055
O 6.6723 -1.7133 -7.2121
C 4.8195 -2.2306 -5.9717
C 4.9701 -1.0199 -5.2705
C 4.1280 -0.7363 -4.2061
C 3.0809 -1.6352 -3.8562
N 2.1688 -1.3137 -2.8707
C 1.3968 -1.8122 -2.0631
S 0.4697 -2.4378 -0.9636
C 2.9617 -2.8542 -4.5638
C 3.8152 -3.1521 -5.6183
H 5.7543 -0.3348 -5.5805
H 4.2494 0.1677 -3.6036
H 2.1802 -3.5528 -4.2466
H 3.7210 -4.0818 -6.1675

=====

55
Properties=species:S:1:pos:R:3 method="wB97M-V/def2-TZVPD" homo_ev=-13.62 de_lowest_kcal_mol=0.00 e_tot_ha=-5004.268844 total_charge=+2
Os -0.2287 0.0235 -1.4586
Se -6.8691 3.7857 -1.6442
N -6.3530 2.2133 -2.2789
C -5.0937 2.0679 -1.9585
C -4.3046 0.8981 -2.3199
C -4.7984 -0.1840 -3.0540
C -3.9582 -1.2342 -3.3537
C -2.6375 -1.1977 -2.9251
N -2.1576 -0.1687 -2.2261
C -2.9759 0.8661 -1.9166
C -2.3820 1.9447 -1.1501
N -1.0836 1.7872 -0.8028
C -0.4673 2.7666 -0.1386
C -1.1219 3.9372 0.2186
C -2.4514 4.0999 -0.1097
C -3.1029 3.0851 -0.8127
C -4.4993 3.1472 -1.2226
N -5.2808 4.1605 -0.9532
H -5.8322 -0.1783 -3.3749
H -4.3056 -2.0864 -3.9196
H -1.9424 -1.9933 -3.1544
H 0.5723 2.6074 0.1128
H -0.5784 4.7006 0.7563
H -2.9975 4.9938 0.1619
N -1.1055 -0.7491 0.4104
C 0.0401 -0.2428 0.4817
H -1.3732 -1.6456 0.8034
N 4.9580 -4.7141 3.9909
C 4.1197 -3.6933 3.7378
C 2.7644 -3.9406 3.4231
C 1.9055 -2.9053 3.1803
C 2.3768 -1.5842 3.2243
C 3.7188 -1.3203 3.5433
C 4.5740 -2.3593 3.7908
S 1.3102 -0.2989 2.9944
O -0.0494 -0.6298 3.2483
O 1.9054 0.9520 3.3158
N 1.1674 -0.0998 1.1489
C 2.1739 0.2849 0.2757
S 3.7809 0.6782 0.6227
C 4.0358 0.9810 -1.0545
C 2.9087 0.7867 -1.7662
N 1.8310 0.3787 -0.9981
H 4.6315 -5.6634 4.0068
H 5.9089 -4.5478 4.2667
H 2.4010 -4.9596 3.4016
H 0.8604 -3.1085 2.9850
H 4.0656 -0.2991 3.6276
H 5.6031 -2.1562 4.0570
H 5.0022 1.2915 -1.4165
H 2.8009 0.9427 -2.8259
O 0.4276 -1.3510 -3.0019
N 0.6575 -0.3766 -3.8071
O 1.0474 -0.4760 -4.9068
O 0.4006 0.7833 -3.2347

=====

47
Properties=species:S:1:pos:R:3 method="wB97M-V/def2-TZVPD" homo_ev=-7.04 de_lowest_kcal_mol=30.56 e_tot_ha=-4002.184273
Au -0.2931 -0.1121 -0.3895
Br -1.5729 -6.1074 4.5628
C 0.2119 -5.5354 4.2935
C 1.1567 -6.4360 3.8320
C 2.4535 -5.9994 3.6227
C 2.7967 -4.6670 3.8255
C 1.8446 -3.7848 4.3358
C 0.5559 -4.2190 4.5743
N 4.1758 -4.3406 3.6444
N 4.5502 -3.2240 3.2670
C 3.7048 -2.3067 2.6217
C 3.9286 -0.9709 2.9245
C 3.0939 0.0451 2.4902
C 1.9824 -0.2190 1.6708
O 1.1493 0.6664 1.3220
C 1.8591 -1.6033 1.1939
N 0.9259 -1.8558 0.2513
C 0.7962 -3.0469 -0.2852
C 1.6351 -4.1043 0.0828
C 2.5898 -3.8892 1.0362
C 2.7146 -2.6263 1.6517
H 0.8867 -7.4655 3.6514
H 3.2170 -6.6863 3.2848
H 2.1158 -2.7625 4.5663
H -0.1818 -3.5399 4.9766
H 4.7585 -0.7487 3.5842
H 3.2654 1.0703 2.7839
H 0.0498 -3.1555 -1.0587
H 1.5343 -5.0633 -0.4031
H 3.2755 -4.6851 1.3006
C -2.0307 -0.1664 0.7295
C -2.1101 1.2154 0.3517
C -2.5098 1.5629 -0.9598
C -2.4082 2.8733 -1.3893
C -1.9373 3.8381 -0.5169
C -1.5728 3.5226 0.7970
C -1.6440 2.2256 1.2324
H -2.6550 -0.8921 0.2186
H -1.8187 -0.4052 1.7651
H -2.8724 0.7887 -1.6231
H -2.6798 3.1355 -2.4004
H -1.8335 4.8572 -0.8621
H -1.2158 4.2984 1.4589
H -1.3242 1.9505 2.2275
O 0.1001 -1.0029 -2.7176
N 0.3471 0.1047 -3.1871
O 0.2712 1.0492 -2.3679

=====

52
Properties=species:S:1:pos:R:3 method="wB97M-V/def2-TZVPD" homo_ev="-0.46 / -2.24" de_lowest_kcal_mol=0.00 e_tot_ha=-6822.254196 total_charge=-2 spin_multiplicity=4
V -2.0942 0.0321 1.1998
Br 8.2419 2.3035 -6.6914
C 6.8070 1.6783 -5.7571
C 5.5002 2.1062 -5.9933
C 4.4650 1.7456 -5.1668
C 4.6959 0.9157 -4.0513
C 5.9932 0.3954 -3.8735
C 7.0431 0.7844 -4.7254
N 3.6824 0.5588 -3.1591
N 2.6221 1.2264 -3.4340
C 1.4118 1.0523 -2.8236
C 0.3614 1.9217 -3.2059
C -0.7196 2.1841 -2.4099
C -0.9970 1.4060 -1.2757
O -1.9343 1.6063 -0.3972
C -0.0807 0.3559 -1.0595
N -0.5806 -0.4809 -0.0806
C 0.2904 -1.3566 0.4863
C 1.6260 -1.3894 0.0522
C 2.0524 -0.6506 -1.0662
C 1.1737 0.2043 -1.7104
H 5.2753 2.7265 -6.8287
H 3.4827 2.2113 -5.3175
H 6.2233 -0.2162 -3.0185
H 8.0506 0.5203 -4.4296
H 0.5280 2.4538 -4.1214
H -1.4041 2.9857 -2.6688
H -0.0856 -2.0061 1.2493
H 2.3142 -2.0740 0.4989
H 3.0488 -0.7482 -1.4979
S -6.1047 5.0584 3.4354
C -5.2052 3.7189 3.2297
S -5.8885 2.4982 2.1969
C -4.3684 1.5600 1.9858
C -3.2724 2.0167 2.6987
S -1.5372 1.7032 2.7359
S -3.5983 3.3371 3.8152
S -4.4685 0.1712 0.8911
C -3.2048 -2.1453 5.3475
C -3.3091 -2.9787 4.0792
C -2.9420 -4.3978 4.6883
O -4.5710 -3.1340 3.4998
C -2.1475 -2.5683 3.1303
O -1.2394 -3.3499 2.9307
O -2.3077 -1.4680 2.4403
H -3.9416 -2.4497 6.0976
H -3.3892 -1.1246 5.0147
H -2.2173 -2.2307 5.8207
H -3.8342 -4.8756 5.1087
H -2.2243 -4.2731 5.4741
H -2.5119 -4.9902 3.9040
H -4.7097 -2.5304 2.7522

=====

53
Properties=species:S:1:pos:R:3 method="wB97M-V/def2-TZVPD" homo_ev=-4.57 de_lowest_kcal_mol=0.00 e_tot_ha=-3820.436992 total_charge=-1
Mg 1.0785 -1.9353 -0.6412
S 2.5549 -3.1357 0.9457
C 2.5918 -4.3254 -0.3293
S 1.6608 -4.0532 -1.7675
C 3.3917 -5.4517 -0.2104
C 3.4634 -6.4372 -1.2369
N 3.5396 -7.2589 -2.0430
C 4.2019 -5.6869 0.9374
N 4.8817 -5.9025 1.8442
O 2.7418 -0.7888 -1.1298
C 3.0971 0.4828 -1.6685
C 3.6945 1.3963 -0.6097
C 2.7942 1.6301 0.5991
C 1.6903 2.6361 0.3997
C 1.0085 3.1413 1.5099
C -0.0229 4.0388 1.3236
C -0.3547 4.4141 0.0280
C 0.3837 3.8764 -1.0097
N 1.3870 3.0152 -0.8392
H 3.4861 -1.2525 -0.7171
H 2.1791 0.9024 -2.0702
H 3.8080 0.3383 -2.4870
H 3.9398 2.3481 -1.0879
H 4.6363 0.9585 -0.2639
H 3.3966 1.9502 1.4527
H 2.3258 0.6857 0.8936
H 1.2874 2.8108 2.5027
H -0.5752 4.4265 2.1706
H -1.1641 5.1026 -0.1730
H 0.1638 4.1485 -2.0370
Cl -2.4153 -2.0419 -5.0285
C -2.1221 -2.0709 -3.2720
Cl -3.3830 -1.1494 -2.4405
Cl -2.0478 -3.7209 -2.6839
C -0.8317 -1.4223 -3.0274
N 0.1833 -0.9384 -2.8084
O -1.0353 -2.0946 -0.2899
C -0.9711 -0.9794 0.2912
O 0.1184 -0.3422 0.3589
C -2.2092 -0.3836 0.8816
C -3.3832 -1.1218 0.9203
C -4.5615 -0.5846 1.4449
C -4.4962 0.7084 1.9025
O -5.4926 1.4577 2.4780
C -4.9535 2.7713 2.5947
O -3.5462 2.6875 2.4172
C -3.3255 1.4447 1.8612
C -2.1602 0.9305 1.3627
H -3.3626 -2.1307 0.5314
H -5.4797 -1.1531 1.4914
H -5.1718 3.1629 3.5876
H -5.3847 3.4094 1.8141
H -1.2360 1.4868 1.3273